# 1
Computed, not measured: a molecular structure, C2H2FNiO in a non-equilibrium geometry, with ωB97M-V/def2-TZVPD.

ORCA input file:
```
! wB97M-V def2-TZVPD RIJCOSX def2/J DEFGRID3
* xyz 1 3
C -1.33 -0.05 0.03
C -0.05 -0.26 -0.05
O 0.93 -0.98 -0.17
H -2.00 -0.90 0.16
H -1.73 0.96 -0.10
F 1.61 1.36 0.22
Ni 2.57 -0.13 -0.08
*
```

Maximum force, eV Å⁻¹: 2.98
HOMO energy (alpha / beta), eV: -15.0 / -14.9
Relative energy (zero: lowest compared OMol25 entry of this formula, charge and spin), kJ/mol: 85.3
HOMO-LUMO gap (alpha / beta), eV: 8.166 / 6.839
LUMO energy (alpha / beta), Eh: -0.250 / -0.296

# 2
Computed, not measured: a molecular structure, C2H2FO2Pb in a non-equilibrium geometry, with ωB97M-V/def2-TZVPD.

ORCA input file:
```
! wB97M-V def2-TZVPD RIJCOSX def2/J DEFGRID3
* xyz 1 1
F -0.55 1.83 0.99
C -0.07 0.73 0.41
C 1.18 0.38 0.19
H 1.93 1.08 0.55
O -1.24 0.13 -0.10
O -0.93 -1.10 -0.70
H -1.53 -1.72 -0.26
Pb 1.21 -1.33 -1.08
*
```

Maximum force, eV Å⁻¹: 2.94
HOMO energy, eV: -14.9
Relative energy (zero: lowest compared OMol25 entry of this formula, charge and spin), kJ/mol: 85.2
HOMO-LUMO gap, eV: 9.057
LUMO energy, Eh: -0.214

# 3
Computed, not measured: 2 unconnected molecules or ions with the total composition C2H2FOP in a non-equilibrium geometry, with ωB97M-V/def2-TZVPD.

ORCA input file:
```
! wB97M-V def2-TZVPD RIJCOSX def2/J DEFGRID3
* xyz 0 1
C -0.32 0.20 -0.13
C 0.33 -1.07 -0.46
O 0.44 -1.39 -1.59
F 0.85 -1.77 0.58
P -1.79 0.87 0.21
H 1.87 0.83 1.33
H -1.37 2.32 0.06
*
```

Maximum force, eV Å⁻¹: 1.71
HOMO energy (alpha / beta), eV: -10.3 / -9.7
Relative energy (zero: lowest compared OMol25 entry of this formula, charge and spin), kJ/mol: 486.4
HOMO-LUMO gap (alpha / beta), eV: 8.186 / 8.774
LUMO energy (alpha / beta), Eh: -0.078 / -0.033

# 4
Computed, not measured: C2H2FP in the gas phase in a non-equilibrium geometry, with ωB97M-V/def2-TZVPD.

ORCA input file:
```
! wB97M-V def2-TZVPD RIJCOSX def2/J DEFGRID3
* xyz 0 1
C 0.65 -0.19 -1.36
C -0.66 0.46 0.83
F -1.96 -0.05 -1.63
P -0.69 0.67 -0.86
H 1.58 0.20 -0.95
H -1.46 -0.24 1.11
*
```

Maximum force, eV Å⁻¹: 2.19
HOMO energy (alpha / beta), eV: -9.8 / -9.8
Relative energy (zero: lowest compared OMol25 entry of this formula, charge and spin), kJ/mol: 507.4
HOMO-LUMO gap (alpha / beta), eV: 8.102 / 8.103
LUMO energy (alpha / beta), Eh: -0.063 / -0.063

# 5
Computed, not measured: a molecular structure, C2H2I2OS in a non-equilibrium geometry, with ωB97M-V/def2-TZVPD.

ORCA input file:
```
! wB97M-V def2-TZVPD RIJCOSX def2/J DEFGRID3
* xyz 0 1
C -1.26 -0.99 -0.74
C 0.72 0.83 0.06
O -2.29 -0.40 -0.78
S 1.92 -0.13 1.17
I -0.69 2.21 0.84
I 1.71 1.05 -1.84
H -0.98 -2.04 -0.60
H 0.88 -0.54 1.89
*
```

Maximum force, eV Å⁻¹: 2.66
HOMO energy (alpha / beta), eV: -8.0 / -8.1
Relative energy (zero: lowest compared OMol25 entry of this formula, charge and spin), kJ/mol: 300.9
HOMO-LUMO gap (alpha / beta), eV: 7.300 / 7.127
LUMO energy (alpha / beta), Eh: -0.027 / -0.038

# 6
Computed, not measured: C2H2I2S in the gas phase in a non-equilibrium geometry, with ωB97M-V/def2-TZVPD.

ORCA input file:
```
! wB97M-V def2-TZVPD RIJCOSX def2/J DEFGRID3
* xyz 0 1
I -1.99 -1.54 -0.75
C -0.56 -0.38 0.39
S 0.89 -1.11 1.18
C 0.60 0.25 -0.28
I 1.19 2.35 -0.04
H -1.14 0.48 0.80
H 1.00 -0.06 -1.29
*
```

Maximum force, eV Å⁻¹: 2.57
HOMO energy, eV: -9.4
Relative energy (zero: lowest compared OMol25 entry of this formula, charge and spin), kJ/mol: 45.5
Structure (SMILES): I[C@H]1S[C@@H]1I
HOMO-LUMO gap, eV: 8.685
LUMO energy, Eh: -0.027

Among the records above, which one has the lowest maximum force? C2H2FOP

What is the maximum force in the sixth record? 2.57 eV Å⁻¹

What is the maximum force in the fifth record? 2.66 eV Å⁻¹